No. 1
Here is a structure of composition C47H51ClN5O6PS2Y from OMol25. Energies are from ωB97M-V/def2-TZVPD.

Geometry (Å):
Y (0.0286, -1.1679, 0.2961)
C (3.8875, -0.3436, -2.9650)
C (3.4892, 0.0902, -1.5838)
C (4.1549, -0.3952, -0.4611)
C (3.7739, -0.0319, 0.8233)
C (4.5480, -0.4946, 2.0273)
C (2.6815, 0.8234, 0.9779)
C (2.0187, 1.3584, -0.1280)
C (0.9454, 2.4043, 0.0543)
C (2.4353, 0.9781, -1.4061)
H (3.7593, 0.4663, -3.6830)
H (3.2558, -1.1741, -3.2880)
H (4.9255, -0.6759, -2.9951)
H (5.0126, -1.0481, -0.5975)
H (3.9073, -1.0634, 2.7041)
H (4.9440, 0.3590, 2.5805)
H (5.3921, -1.1229, 1.7362)
H (2.4037, 1.1535, 1.9724)
H (-0.0184, 1.9721, 0.3441)
H (0.7803, 2.9497, -0.8732)
H (1.2280, 3.1012, 0.8442)
H (1.9587, 1.4227, -2.2718)
O (-1.6651, -1.9009, 1.3794)
C (-1.8427, -2.7375, 2.3949)
C (-1.7585, -2.2310, 3.7832)
C (-2.1593, -3.0621, 4.8337)
C (-2.0704, -2.6579, 6.1494)
C (-1.5799, -1.3940, 6.4476)
C (-1.1902, -0.5578, 5.4182)
C (-1.2683, -0.9474, 4.0771)
P (-0.7772, 0.2630, 2.7789)
C (0.3428, 1.3779, 3.7004)
C (0.2099, 2.7616, 3.6587)
C (1.1827, 3.5794, 4.2232)
C (2.2912, 3.0224, 4.8404)
C (2.4289, 1.6396, 4.8925)
C (1.4670, 0.8250, 4.3204)
C (-2.2928, 1.2645, 2.5650)
C (-2.6860, 1.6364, 1.2841)
C (-3.8242, 2.4098, 1.0909)
C (-4.5751, 2.8181, 2.1801)
C (-4.1918, 2.4481, 3.4650)
C (-3.0608, 1.6733, 3.6565)
H (-2.5542, -4.0435, 4.6026)
H (-2.3885, -3.3239, 6.9411)
H (-1.5057, -1.0579, 7.4735)
H (-0.8065, 0.4234, 5.6647)
H (-0.6529, 3.2069, 3.1786)
H (1.0685, 4.6550, 4.1801)
H (3.0462, 3.6606, 5.2810)
H (3.2917, 1.1964, 5.3736)
H (1.5900, -0.2531, 4.3508)
H (-2.1218, 1.3046, 0.4220)
H (-4.1199, 2.6715, 0.0827)
H (-5.4653, 3.4166, 2.0332)
H (-4.7811, 2.7589, 4.3183)
H (-2.7800, 1.3810, 4.6602)
C (-4.8569, 5.7937, -8.2515)
C (-3.7346, 5.3356, -7.3604)
C (-3.8663, 5.3406, -5.9762)
C (-2.8195, 4.9573, -5.1510)
C (-1.6192, 4.5195, -5.7014)
N (-0.5425, 4.1263, -4.8713)
C (-0.5151, 3.0861, -3.9532)
O (0.5229, 2.8400, -3.3553)
N (-1.6841, 2.4121, -3.8041)
C (-2.0016, 1.3849, -2.8833)
C (-3.3672, 1.0351, -2.8000)
C (-3.6897, -0.0463, -1.9549)
C (-2.7333, -0.6544, -1.2025)
N (-1.4031, -0.2532, -1.2000)
C (-1.0690, 0.7356, -2.1234)
C (-1.4792, 4.5025, -7.0852)
C (-2.5206, 4.9179, -7.8982)
H (-5.8181, 5.7217, -7.7438)
H (-4.9070, 5.1956, -9.1614)
H (-4.7166, 6.8347, -8.5500)
H (-4.7984, 5.6678, -5.5307)
H (-2.9251, 5.0030, -4.0742)
H (0.3845, 4.4220, -5.1294)
H (-2.4441, 2.6794, -4.4075)
H (-4.1124, 1.5375, -3.4022)
H (-4.7079, -0.4075, -1.8898)
H (-2.9797, -1.4678, -0.5349)
H (-0.0272, 0.9853, -2.2129)
H (-0.5511, 4.1526, -7.5206)
H (-2.3931, 4.8992, -8.9743)
O (1.5014, -2.0457, -1.3891)
Cl (0.7437, -3.2581, -1.7840)
O (0.1758, -3.0863, -3.0654)
O (1.6055, -4.3905, -1.7262)
O (-0.2962, -3.3564, -0.7483)
C (1.6912, -7.4198, 1.7398)
C (1.3360, -6.2480, 0.8412)
N (1.2950, -4.9880, 1.5842)
C (2.0562, -3.9056, 1.5166)
S (1.5204, -2.4809, 2.3458)
N (3.2324, -3.8434, 0.8938)
C (4.0566, -4.8867, 0.2937)
C (5.4909, -4.3937, 0.2202)
H (1.6555, -8.3518, 1.1748)
H (0.9845, -7.4958, 2.5670)
H (2.6924, -7.3082, 2.1598)
H (0.3398, -6.3805, 0.4184)
H (2.0117, -6.1557, 0.0016)
H (0.4414, -4.8376, 2.1082)
H (3.6081, -2.9067, 0.8685)
H (3.6919, -5.1277, -0.7057)
H (3.9996, -5.7836, 0.9115)
H (5.5556, -3.4910, -0.3910)
H (6.1260, -5.1504, -0.2379)
H (5.8804, -4.1697, 1.2139)
S (-2.2846, -5.5531, 1.9062)
C (-2.0482, -4.0308, 2.1762)

Forces on the atoms, in the same order (eV/Å):
-0.2 -0.1 0.1
0.0 0.0 0.0
0.0 0.0 0.0
0.0 0.0 0.0
0.0 0.0 0.0
0.0 0.0 0.0
0.0 0.0 0.0
0.0 0.0 0.0
0.0 0.0 0.0
0.0 0.0 0.0
0.0 0.0 0.0
0.0 0.0 0.0
0.0 0.0 0.0
0.0 0.0 0.0
0.0 0.0 0.0
0.0 0.0 0.0
0.0 0.0 0.0
0.0 0.0 0.0
0.0 0.0 0.0
0.0 0.0 0.0
0.0 0.0 0.0
0.0 0.0 0.0
0.0 0.0 0.0
0.0 0.0 0.0
0.0 0.0 0.0
0.0 0.0 0.0
0.0 0.0 0.0
0.0 0.0 0.0
0.0 0.0 0.0
0.0 0.0 0.0
0.0 0.0 0.0
0.0 0.0 0.0
0.0 0.0 0.0
0.0 0.0 0.0
0.0 0.0 0.0
0.0 0.0 0.0
0.0 0.0 0.0
0.0 0.0 0.0
0.0 0.0 0.0
0.0 0.0 0.0
0.0 0.0 0.0
0.0 0.0 0.0
0.0 0.0 0.0
0.0 0.0 0.0
0.0 0.0 0.0
0.0 0.0 0.0
0.0 0.0 0.0
0.0 0.0 0.0
0.0 0.0 0.0
0.0 0.0 0.0
0.0 0.0 0.0
0.0 0.0 0.0
0.0 0.0 0.0
0.0 0.0 0.0
0.0 0.0 0.0
0.0 0.0 0.0
0.0 0.0 0.0
0.0 0.0 0.0
0.0 0.0 0.0
0.0 0.0 0.0
0.0 0.0 0.0
0.0 0.0 0.0
0.0 0.0 0.0
0.0 0.0 0.0
0.0 0.0 0.0
0.0 0.0 0.0
0.0 0.0 0.0
0.0 0.0 0.0
0.0 0.0 0.0
0.0 0.0 0.0
0.0 0.0 0.0
0.0 0.0 0.0
0.0 0.0 0.0
0.0 0.0 0.0
0.0 0.0 0.0
0.0 0.0 0.0
0.0 0.0 0.0
0.0 0.0 0.0
0.0 0.0 0.0
0.0 0.0 0.0
0.0 0.0 0.0
0.0 0.0 0.0
0.0 0.0 0.0
0.0 0.0 0.0
0.0 0.0 0.0
0.0 0.0 0.0
0.0 0.0 0.0
0.0 0.0 0.0
0.0 0.0 0.0
0.0 0.0 0.0
0.0 0.0 0.0
0.0 0.0 0.0
0.0 0.0 0.0
0.0 0.0 0.0
-0.1 -0.1 0.0
0.1 0.0 0.0
0.0 0.0 0.0
0.0 0.0 0.0
0.0 0.0 0.0
0.0 0.0 0.0
0.0 0.0 0.0
0.0 0.0 0.0
0.0 0.0 0.0
0.0 0.0 0.0
0.0 0.0 0.0
0.0 0.0 0.0
0.0 0.0 0.0
0.0 0.0 0.0
0.0 0.0 0.0
0.0 0.0 0.0
0.0 0.0 0.0
0.0 0.0 0.0
0.0 0.0 0.0
0.0 0.0 0.0

<S²>: 0.77
Net charge: 0
Spin multiplicity: 2
Orbital gap (spin up / spin down): 4.587 / 7.138 eV
Lowest unoccupied orbital energy (spin up / spin down): 0.1 / 0.1 eV
ΔE to the lowest compared entry with this formula, charge and spin: 0.0 kcal per mole


No. 2
Here is the molecule C2H4N2S from OMol25. Energies are from ωB97M-V/def2-TZVPD.

Geometry (Å):
C (0.7803, 0.7187, -1.2532)
C (-0.2237, -0.6651, 1.2141)
H (1.5788, 0.5828, -0.7053)
H (0.6181, 1.4819, -2.0409)
H (-1.8299, -0.3205, 0.2291)
H (-0.9471, -0.9576, 2.1359)
N (-0.4004, 0.3669, -0.9761)
N (-0.9453, -0.2690, 0.1068)
S (1.3693, -0.9382, 1.2897)

Forces on the atoms, in the same order (eV/Å):
-4.7 1.8 -2.4
-2.1 -1.2 1.0
4.2 -0.8 2.4
1.4 -0.7 0.0
-7.5 0.2 -0.1
1.5 0.8 -2.2
-3.3 -0.2 0.0
10.2 -0.1 0.9
0.1 0.2 0.4

SMILES string: C=NNC=S
Net charge: 0
Orbital gap: 8.902 eV
Lowest unoccupied orbital energy: 0.2 eV
ΔE to the lowest compared entry with this formula, charge and spin: 62.5 kcal per mole


No. 3
Here is the molecule C5H11NOS from OMol25. Energies are from ωB97M-V/def2-TZVPD.

Geometry (Å):
C (-0.8732, 0.5890, 1.7951)
C (-0.2298, -0.3155, 0.6968)
C (1.0848, -0.3409, -1.6411)
C (-1.3136, 0.4637, -1.5794)
C (-0.0276, 0.3286, -0.7875)
N (0.6202, 0.4087, 1.6700)
O (-0.3683, -1.6622, 0.7520)
S (1.4126, -0.7016, 2.7851)
H (-0.9637, 1.6512, 1.6602)
H (-1.3749, 0.2906, 2.7113)
H (0.4940, -1.0870, -2.1228)
H (1.8945, -0.6054, -0.9294)
H (1.5150, 0.4354, -2.2687)
H (-1.7670, -0.4302, -1.8054)
H (-1.1847, 1.1259, -2.3593)
H (-2.0143, 0.8932, -0.9087)
H (0.3873, 1.2931, -0.4459)
H (0.1231, -2.2131, 0.1675)
H (2.5855, -0.1234, 2.6103)

Forces on the atoms, in the same order (eV/Å):
2.0 -0.5 -0.5
0.2 2.6 -1.9
-0.4 1.3 2.4
1.0 0.9 3.0
0.6 0.1 2.1
0.1 -1.9 0.4
-1.8 -0.1 1.8
-0.6 0.3 -0.1
-0.9 0.2 -0.8
0.1 -0.8 -0.3
0.8 -1.1 -0.9
-0.4 -0.7 -0.7
-0.2 -0.3 -0.6
-0.6 -2.3 -1.1
0.2 1.1 -2.0
-0.9 0.8 0.6
-0.6 0.0 -0.5
1.0 0.1 -0.9
0.5 0.2 0.1

SMILES string: CC(C)[C@]1(O)CN1S
Net charge: 0
Orbital gap: 9.575 eV
Lowest unoccupied orbital energy: 0.8 eV
ΔE to the lowest compared entry with this formula, charge and spin: 85.1 kcal per mole


| no. | calculated total energy (Ha) |
| --- | --- |
| 1 | -4182.981522 |
| 2 | -586.194869 |
| 3 | -725.189257 |